ORCA calculation (the ωB97M-V functional and the def2-TZVPD basis) on an isolated molecule of C5H4N2O at a distorted geometry.

## Properties
Energy relative to the best compared isomer or geometry (same formula, charge and spin): 106.8 kcal/mol
Highest occupied orbital energy: -9.5 eV
SMILES: O=c1cnccnc1
Lowest unoccupied orbital energy: -1.5 eV

The geometry in XYZ format:
```
12
Properties=species:S:1:pos:R:3:forces:R:3:nbo_charge:R:1
O -2.831447 -0.015796 -0.061010 6.816 1.979 -1.907 -0.55
C -1.459290 0.137913 -0.267805 -7.521 -2.024 3.308 0.34
C -0.805635 1.447538 0.011477 6.418 -5.137 -1.741 0.06
N 0.519954 1.617128 0.106143 0.043 -1.243 -0.050 -0.35
C 1.593974 0.624310 -0.080657 -0.908 1.272 -1.215 -0.06
C 1.433346 -0.704349 -0.145447 4.074 -1.242 0.725 0.00
N 0.410633 -1.444219 0.159278 -5.565 -2.995 0.390 -0.41
C -0.880767 -1.212728 0.073623 1.892 1.180 -1.648 0.10
H -1.368756 2.121391 0.447220 -2.908 3.764 1.466 0.20
H 2.716606 0.773904 -0.233246 -1.939 1.571 0.474 0.23
H 2.445067 -1.416203 -0.152355 -2.370 2.271 -0.329 0.20
H -1.773683 -1.928894 0.142778 1.966 0.604 0.527 0.25
```
Positions in Å, forces in eV/Å.

***

ORCA calculation (the ωB97M-V functional and the def2-TZVPD basis) on an isolated molecule of C5H4N2O at a distorted geometry.

## Properties
Energy relative to the best compared isomer or geometry (same formula, charge and spin): 149.3 kcal/mol
Highest occupied orbital energy: -9.7 eV
SMILES: C#C/C(C=O)=N\N=C
Lowest unoccupied orbital energy: -0.9 eV

The geometry in XYZ format:
```
12
Properties=species:S:1:pos:R:3:forces:R:3:nbo_charge:R:1
C -1.427383 2.074034 -0.069966 3.682 -3.599 0.930 -0.10
C -0.618702 1.257472 0.222384 -1.297 -1.857 -2.381 -0.07
C 0.346855 0.248955 0.421206 5.762 -1.617 -1.134 0.06
C 1.087718 0.884391 1.562751 -3.072 1.562 4.191 0.36
O 0.195222 1.589765 2.189806 5.563 -2.190 -0.484 -0.50
N 1.076832 -0.707768 -0.220365 -3.587 2.620 0.107 -0.17
N 0.588947 -1.144575 -1.483354 -2.272 -2.288 2.198 -0.23
C -0.271940 -2.142486 -1.391724 1.949 -0.509 -2.314 -0.11
H -2.118630 2.674488 -0.298010 -4.830 4.502 -1.584 0.19
H 2.210486 0.720937 1.946020 -2.487 0.343 -1.072 0.19
H -0.550882 -2.733191 -0.472111 0.294 1.239 -0.668 0.19
H -0.518523 -2.722022 -2.406638 0.295 1.794 2.212 0.20
```
Positions in Å, forces in eV/Å.

***

ORCA calculation (the ωB97M-V functional and the def2-TZVPD basis) on an isolated molecule of C5H4N2O2 at a distorted geometry.

## Properties
Energy relative to the best compared isomer or geometry (same formula, charge and spin): 123.9 kcal/mol
Highest occupied orbital energy (alpha / beta): -8.3 / -8.3 eV
Lowest unoccupied orbital energy (alpha / beta): -0.5 / -0.5 eV

The geometry in XYZ format:
```
13
Properties=species:S:1:pos:R:3:forces:R:3:nbo_charge:R:1
C -0.200518 1.288222 -0.150790 1.842 -1.395 -0.571 -0.54
C 0.606375 0.168638 0.052627 -0.032 3.632 1.665 0.27
C -1.757420 -1.518383 -0.008718 -0.439 0.612 -0.686 0.97
C -1.366266 1.596900 -0.498512 -2.833 1.510 -0.204 0.56
C 1.957090 0.332720 0.685710 2.254 0.411 0.159 -0.66
N 0.248909 -1.066464 0.009613 2.427 -2.949 -0.064 -0.41
N -0.829908 -1.326837 -0.810147 -0.533 0.749 -2.697 -0.45
O -2.443293 2.082907 -0.710102 1.312 -0.817 -0.029 -0.57
O -2.510909 -1.722483 0.799766 -1.420 -0.643 1.365 -0.34
H 2.743437 0.736241 -0.017973 -1.244 0.171 0.274 0.24
H 1.996936 1.025518 1.590584 -0.355 -1.104 -1.181 0.24
H 2.441125 -0.649175 0.858019 -0.733 0.349 0.572 0.23
H -0.885560 -0.947803 -1.800075 -0.244 -0.527 1.397 0.45
```
Positions in Å, forces in eV/Å.

***

ORCA calculation (the ωB97M-V functional and the def2-TZVPD basis) on an isolated molecule of C5H4N2O3 at a distorted geometry.

## Properties
Energy relative to the best compared isomer or geometry (same formula, charge and spin): 40.9 kcal/mol
Highest occupied orbital energy (alpha / beta): -6.5 / -10.1 eV
2S+1: 3
Lowest unoccupied orbital energy (alpha / beta): -0.2 / -3.3 eV
⟨S²⟩: 2.012

The geometry in XYZ format:
```
14
Properties=species:S:1:pos:R:3:forces:R:3:lowdin_spin:R:1
C -0.022018 0.759225 1.303345 -6.603 4.010 -3.064 0.41
C -0.331493 0.260006 -1.076011 -0.410 1.302 0.893 0.10
C 1.058445 0.125856 1.846456 3.085 -1.907 0.583 0.51
C -1.004378 -1.704928 0.033337 -0.173 -1.675 1.365 0.05
C -0.768224 -1.131872 -1.096247 0.323 2.636 -2.203 0.03
N -0.155265 1.030483 -0.029522 0.497 -1.961 -1.267 0.34
N 1.217277 0.122174 3.207773 -0.253 -0.201 -0.379 0.13
O -1.130998 -2.378661 0.944613 -0.249 -0.465 1.082 0.07
O 1.969204 -0.718690 3.667735 1.728 -1.531 0.553 0.22
O 0.544058 0.859654 3.913493 -0.936 1.172 0.259 0.12
H -0.981778 1.378386 1.708954 3.125 -1.779 0.530 0.01
H -0.470908 0.754107 -2.041076 0.594 0.060 0.256 0.01
H -1.304606 -1.403538 -2.005489 0.281 -0.438 0.394 0.00
H 1.818783 -0.440924 1.231838 -1.010 0.776 0.996 0.01
```
Positions in Å, forces in eV/Å.

***

ORCA calculation (the ωB97M-V functional and the def2-TZVPD basis) on an isolated molecule of C5H4N2O4 at a distorted geometry.

## Properties
Energy relative to the best compared isomer or geometry (same formula, charge and spin): 171.0 kcal/mol
Highest occupied orbital energy: -8.9 eV
SMILES: O=[N+]([O-])c1ccc(/C=N\O)o1
Lowest unoccupied orbital energy: -1.0 eV

The geometry in XYZ format:
```
15
Properties=species:S:1:pos:R:3:forces:R:3:nbo_charge:R:1
O 3.482079 -0.324547 0.793195 1.593 -0.465 1.389 -0.35
N 2.704497 -0.121351 -0.082396 -1.117 0.455 -1.422 0.51
O 2.943130 0.274098 -1.200428 0.282 0.304 -0.525 -0.36
C 1.353339 -0.380711 0.225839 -2.834 -1.215 2.070 0.30
C 0.804585 -1.197705 1.197589 3.469 -3.055 1.974 -0.24
C -0.580672 -1.020281 1.193314 -0.882 1.534 -2.362 -0.26
C -0.829733 -0.056041 0.161741 1.912 -2.648 2.821 0.21
C -2.079089 0.462416 -0.211233 -6.106 2.418 -3.187 -0.05
N -2.416791 1.388690 -1.174022 2.236 -2.766 2.611 -0.08
O -1.238908 1.817762 -1.801536 0.962 -3.440 3.604 -0.56
O 0.355304 0.270461 -0.355409 0.426 1.906 -2.035 -0.33
H 1.540216 -2.025475 1.826171 -2.613 2.805 -1.810 0.27
H -1.438545 -1.500943 1.624882 0.386 -0.326 0.666 0.24
H -3.188988 -0.028559 0.222474 3.940 1.487 -0.960 0.24
H -1.410425 2.442186 -2.420181 -1.653 3.004 -2.832 0.47
```
Positions in Å, forces in eV/Å.

***

ORCA calculation (the ωB97M-V functional and the def2-TZVPD basis) on an isolated molecule of C5H4N2OS at a distorted geometry.

## Properties
Energy relative to the best compared isomer or geometry (same formula, charge and spin): 62.5 kcal/mol
Highest occupied orbital energy (alpha / beta): -8.4 / -8.4 eV
Lowest unoccupied orbital energy (alpha / beta): -2.2 / -2.2 eV

The geometry in XYZ format:
```
13
Properties=species:S:1:pos:R:3:forces:R:3:nbo_charge:R:1
C -0.816850 -0.713522 -1.391834 2.181 -0.528 3.023 -0.25
C 0.295825 -1.205828 -0.858766 1.384 -1.495 -1.223 -0.23
C -1.565726 0.143838 -0.606289 1.979 1.870 3.788 0.09
C 0.606170 -1.089004 0.554585 -0.035 1.918 1.131 0.50
C 0.291212 0.423040 0.804935 1.119 -1.883 1.805 0.23
N -0.987604 0.745137 0.444480 -1.986 -0.019 -2.361 -0.44
N 0.958174 1.434836 1.391725 -1.388 0.828 -1.937 -0.54
O 0.928852 -1.976694 1.304873 0.150 0.775 -0.368 -0.46
S 2.374589 2.069409 1.995411 -0.159 -1.211 -0.098 0.03
H -1.014445 -0.774999 -2.350724 -1.018 -0.655 -4.685 0.22
H 1.091396 -1.678365 -1.435102 -0.470 -0.360 -0.082 0.24
H -2.516014 0.405359 -0.924183 -1.847 0.825 -0.008 0.20
H 0.354420 2.216793 1.070890 0.090 -0.067 1.014 0.42
```
Positions in Å, forces in eV/Å.

***

ORCA calculation (the ωB97M-V functional and the def2-TZVPD basis) on an isolated molecule of C5H4N2S at a distorted geometry.

## Properties
Energy relative to the best compared isomer or geometry (same formula, charge and spin): 89.9 kcal/mol
Highest occupied orbital energy: -8.7 eV
SMILES: N#Cc1c[nH]cc1S
Lowest unoccupied orbital energy: 0.0 eV

The geometry in XYZ format:
```
12
Properties=species:S:1:pos:R:3:forces:R:3:nbo_charge:R:1
N 3.097543 -1.295606 -0.017714 -12.637 3.241 -0.100 -0.31
C 1.808003 -0.922836 -0.028285 10.181 -1.736 0.150 0.27
C 0.635034 0.034886 0.005870 1.926 0.934 -0.613 -0.29
C 0.980985 1.376725 0.109282 2.964 2.801 0.835 0.03
N -0.101441 2.243958 -0.008431 -0.257 0.911 2.017 -0.54
C -1.212512 1.389246 -0.189264 -0.215 0.250 0.921 -0.08
C -0.779184 0.042958 -0.227939 -1.879 1.123 1.454 -0.19
S -1.788706 -1.455657 0.110159 2.549 0.832 -1.550 0.02
H 2.060537 1.863358 0.273939 -2.670 -1.486 -0.476 0.24
H -0.214217 3.330626 0.551162 0.695 -4.729 -2.584 0.46
H -2.193840 1.918718 -0.018551 0.986 -1.404 -0.631 0.23
H -0.599856 -1.986527 -0.404068 -1.644 -0.737 0.577 0.15
```
Positions in Å, forces in eV/Å.

***

ORCA calculation (the ωB97M-V functional and the def2-TZVPD basis) on an isolated molecule of C5H4N4O2 at a distorted geometry.

## Properties
Energy relative to the best compared isomer or geometry (same formula, charge and spin): 168.6 kcal/mol
Highest occupied orbital energy: -10.2 eV
Lowest unoccupied orbital energy: -1.3 eV

The geometry in XYZ format:
```
15
Properties=species:S:1:pos:R:3:forces:R:3:nbo_charge:R:1
C 0.181970 -2.100591 0.827028 0.248 -1.348 0.707 0.18
C -0.899016 1.291386 -0.455012 -1.556 -1.129 -0.633 0.29
C 0.245045 -0.868608 0.204383 -2.305 3.048 -0.690 0.08
C 0.985765 0.147263 -0.315618 -0.907 -0.942 -0.441 0.20
C 2.430626 0.297761 -0.550721 0.649 0.319 0.979 -0.65
N 0.223172 -3.140955 1.355785 -0.144 1.473 -0.782 -0.20
N 0.341647 1.282427 -0.740963 0.610 0.134 0.548 -0.48
N -1.483740 0.172790 0.030177 4.919 -1.914 -0.062 -0.32
N -2.696225 -0.097834 0.606527 0.057 1.883 -0.095 0.65
O -3.597677 0.669941 0.389319 -0.453 0.539 -0.526 -0.38
O -2.712323 -1.032552 1.322700 -0.141 -2.044 1.034 -0.34
H -1.390838 2.099623 -0.898334 -1.596 1.210 0.135 0.22
H 2.628003 1.173268 -1.136959 -0.473 0.526 -0.399 0.25
H 2.808847 0.584484 0.437966 0.674 -0.661 -0.128 0.25
H 2.934744 -0.478404 -1.076279 0.417 -1.094 0.353 0.24
```
Positions in Å, forces in eV/Å.